This record from the OMol25 dataset describes a structure of composition C29H32N4Pd in a non-equilibrium geometry. The level of theory is ωB97M-V with the def2-TZVPD basis set.

As for the LUMO energy (alpha / beta): -0.198 / -0.320 Ha. Its strongest force on any atom is 1.97 eV/A. The value obtained for the total energy is -1470.50947 hartree.

```
! RIJCOSX wB97M-V def2-TZVPD def2/J DEFGRID3
* xyz 2 5
Pd 0.33341 -0.39023 0.14415
C 1.20764 -1.96883 2.65611
C 0.31343 -0.87782 3.26960
C 0.82432 0.52275 3.03246
C 0.88517 1.43624 4.07803
C 1.31605 2.73090 3.83513
C 1.71392 3.06318 2.54702
C 1.65095 2.09117 1.56471
N 1.18738 0.85963 1.78900
N 0.92465 -2.20870 1.23894
C 2.08307 -2.74944 0.51856
C 3.00484 -1.64726 0.06029
C 4.38383 -1.77381 0.13582
C 5.18742 -0.76403 -0.37391
C 4.58181 0.34680 -0.94662
C 3.19688 0.40369 -0.96889
N 2.43113 -0.56277 -0.47376
C -0.28362 -2.99764 1.02229
C -0.85017 -2.81028 -0.37338
C -1.98134 -3.50329 -0.77777
C -2.46770 -3.31971 -2.06666
C -1.77462 -2.48243 -2.92817
C -0.63974 -1.84670 -2.46326
N -0.20621 -1.98066 -1.20547
H 1.06490 -2.90089 3.21988
H 2.25339 -1.66318 2.76108
H 0.24122 -1.05151 4.34414
H -0.70324 -0.93904 2.85665
H 0.59222 1.13468 5.07156
H 1.34053 3.46018 4.62988
H 2.06179 4.05344 2.30458
H 1.98477 2.30974 0.55652
H 1.73710 -3.28387 -0.37602
H 2.63299 -3.46653 1.14038
H 4.81786 -2.65843 0.57599
H 6.26195 -0.84358 -0.32772
H 5.16704 1.14176 -1.38166
H 2.68482 1.24333 -1.42639
H -1.04454 -2.72076 1.76383
H -0.08142 -4.06703 1.19023
H -2.47154 -4.18452 -0.10154
H -3.36269 -3.82749 -2.39040
H -2.10000 -2.33245 -3.94522
H -0.03646 -1.22510 -3.11106
C -1.35766 2.97294 0.28412
C -2.20613 1.73291 -0.09774
C -3.60197 1.92494 0.54001
C -1.60804 0.48835 0.40952
C -2.23725 1.71269 -1.62561
C -1.09142 1.31421 -2.31262
C -1.01816 1.36960 -3.69065
C -2.09839 1.86000 -4.41478
C -3.25370 2.23672 -3.74726
C -3.32810 2.15725 -2.36675
H -1.36590 3.08758 1.36456
H -1.77634 3.86034 -0.17977
H -0.32843 2.85010 -0.05230
H -3.51290 1.94877 1.62304
H -4.28546 1.12621 0.26283
H -4.01712 2.88005 0.22189
H -2.27359 -0.32845 0.71125
H -0.20971 0.98350 -1.72170
H -0.12296 1.06749 -4.21337
H -2.02876 1.95185 -5.48631
H -4.10289 2.60226 -4.30687
H -4.23833 2.45118 -1.87040
*
```

These are the natural (NBO) partial charges, in e, on atoms 1 to 4: 1.1435, -0.2302, -0.4512, 0.2313